Formula: C12H10BrCl
Source: the OMol25 dataset
Level of theory: wB97M-V/def2-TZVPD

## Properties
E_LUMO = 0.01417 Eh
E_tot = -95170.424 eV
Energy above the lowest of the compared OMol25 structures with the same formula, charge and spin = 0.0 kJ/mol
E_HOMO = -0.30282 Ha
Molecular weight = 269.6 g mol⁻¹
Charge = 0
SMILES = Clc1ccc2cccc3c2c1CC3.Br
HOMO-LUMO gap = 8.626 eV

CARTESIAN COORDINATES (ANGSTROEM)
C (-2.720, -0.263, -0.835)
H (1.141, 0.744, -3.484)
H (-1.393, -2.882, -0.773)
H (2.311, -1.360, 0.812)
H (-3.459, -1.049, -1.123)
C (0.136, 2.383, 0.823)
Cl (-2.702, 3.735, -0.285)
C (-0.988, 1.707, 0.147)
H (1.664, 1.369, 1.920)
Br (1.431, 0.113, -4.777)
H (-4.141, 1.316, -0.946)
H (2.194, 1.754, 0.103)
C (0.381, -2.293, 0.231)
H (0.789, -3.364, 0.110)
C (-0.898, -2.111, -0.295)
C (-3.115, 1.063, -0.735)
H (-0.144, 2.603, 1.862)
C (0.770, 0.049, 0.431)
C (-0.558, 0.240, -0.043)
C (-2.267, 2.066, -0.156)
C (1.384, 1.437, 0.806)
H (0.158, 3.446, 0.540)
C (-1.401, -0.784, -0.435)
C (1.250, -1.191, 0.578)